Record 1
C23H36CoP2 | ωB97M-V with the def2-TZVPD basis set

LUMO (spin up / spin down) (eV): 0.1534 / 0.1516
Frontier orbital gap (spin up / spin down) (eV): 6.83 / 7.30
2S+1: 4
HOMO energy (spin up / spin down) (eV): -6.68 / -7.15

Each line ends with the Löwdin charge.
Positions of all 62 atoms, in Å:
P: -0.177 -3.141 -4.534  0.8131
P: -0.120 0.048 -4.251  0.9847
C: -0.711 -1.929 -5.929  -0.3860
C: 0.341 -0.864 -5.807  -0.4895
H: -1.717 -1.625 -5.585  0.0728
H: -0.832 -2.413 -6.907  0.0761
H: 1.347 -1.246 -5.574  0.0418
H: 0.465 -0.239 -6.685  0.0729
C: -1.230 1.296 -5.196  -0.2732
H: -1.000 2.336 -4.925  0.0181
H: -2.303 1.152 -5.086  0.0398
H: -0.966 1.203 -6.263  0.0463
C: 1.143 1.446 -4.799  -0.2539
H: 1.153 1.502 -5.909  0.0506
H: 2.188 1.326 -4.501  0.0372
H: 0.822 2.452 -4.490  0.0113
C: -0.999 -4.656 -5.258  -0.2227
H: -1.739 -4.988 -4.511  0.0376
H: -0.321 -5.498 -5.507  0.0520
H: -1.559 -4.406 -6.181  0.0384
C: 1.686 -3.309 -4.622  -0.2281
H: 2.128 -2.364 -4.255  0.0391
H: 2.132 -3.527 -5.606  0.0582
H: 2.006 -4.082 -3.909  0.0479
Co: -0.632 -1.871 -3.017  0.0097
C: -0.063 4.573 -3.105  -0.1219
C: -1.207 3.959 -2.748  -0.1186
C: -1.557 2.675 -2.063  -0.1952
C: -0.788 2.141 -0.854  -0.1881
C: 0.690 2.511 -0.603  -0.0678
C: 1.642 2.574 -1.591  -0.1339
C: 2.276 3.662 -2.372  -0.2014
C: 1.220 4.810 -2.319  -0.1945
C: -0.525 -3.580 -1.854  -0.2296
H: -0.122 5.114 -4.070  0.1023
H: -2.126 4.430 -3.137  0.1017
H: -1.583 1.862 -2.803  0.0601
H: -2.608 2.784 -1.747  0.1126
H: -1.398 2.355 0.042  0.0970
H: -0.896 1.041 -0.920  0.0499
H: 0.879 2.175 0.442  0.1032
H: 1.782 1.599 -2.060  0.0926
H: 2.476 3.349 -3.425  0.0897
H: 3.251 4.013 -1.979  0.1105
H: 0.966 4.946 -1.250  0.1134
H: 1.652 5.757 -2.678  0.1019
H: 0.346 -3.374 -1.195  0.0070
H: -0.271 -4.574 -2.278  -0.0142
H: -1.464 -3.647 -1.252  0.0177
C: -0.751 -1.270 -0.987  -0.0810
C: -0.692 -0.879 0.228  -0.1353
C: -0.535 -0.277 1.543  -0.2551
C: -1.540 0.607 2.088  -0.0606
C: -1.146 1.598 2.996  -0.1177
C: 0.139 1.626 3.583  -0.1021
C: 1.059 0.627 3.159  -0.1154
C: 0.706 -0.365 2.248  -0.0600
H: -2.586 0.538 1.765  0.1132
H: -1.848 2.412 3.245  0.1016
H: 0.419 2.411 4.346  0.1099
H: 2.086 0.683 3.553  0.0989
H: 1.410 -1.191 2.032  0.1150

Record 2
C23H36N2O10P2S2 | ωB97M-V with the def2-TZVPD basis set

LUMO (eV): -1.5243
Frontier orbital gap (eV): 6.75
HOMO energy (eV): -8.27
SMILES: CC(C)CCc1c2c(c(O)c(P(N)O)c1P(=N)(O)O)C(=O)C=CC2=O.O=S1(=O)CCCC1.O=S1(=O)CCCC1

Each line ends with the Löwdin charge.
Positions of all 75 atoms, in Å:
C: 6.030 1.196 1.725  -0.0857
C: 4.759 2.003 2.081  -0.3966
C: 4.546 1.858 3.617  -0.0704
C: 3.567 1.482 1.263  -0.1588
C: 2.436 2.550 1.016  -0.1159
C: 1.032 1.997 1.237  -0.1328
C: 0.650 0.957 0.400  -0.0338
C: -0.591 0.369 0.565  -0.0088
C: -1.443 0.842 1.533  -0.2617
O: -2.666 0.216 1.619  0.0027
C: -1.101 1.867 2.377  -0.2381
P: -2.287 2.428 3.700  0.8608
N: -3.578 1.288 3.773  -0.2003
O: -1.433 2.142 5.122  -0.3250
C: 0.153 2.473 2.203  -0.1803
P: 0.695 3.902 3.182  0.5117
N: -0.372 4.527 4.109  -0.1818
O: 1.124 5.022 2.097  -0.1463
O: 1.999 3.471 4.024  -0.1409
C: -0.977 -0.788 -0.324  -0.2794
O: -2.116 -1.125 -0.588  0.1004
C: 0.160 -1.590 -0.877  0.0290
C: 1.347 -1.031 -1.047  0.0320
C: 1.523 0.420 -0.708  -0.2928
O: 2.311 1.075 -1.362  0.1029
H: 6.751 1.287 2.542  0.0659
H: 5.802 0.128 1.663  0.0839
H: 6.534 1.567 0.831  0.0763
H: 4.927 3.043 1.786  0.1312
H: 5.319 1.245 4.076  0.0668
H: 4.565 2.832 4.111  0.0632
H: 3.550 1.452 3.792  0.0608
H: 3.154 0.547 1.654  0.1268
H: 3.971 1.260 0.273  0.1004
H: 2.504 2.894 -0.014  0.1196
H: 2.671 3.404 1.646  0.0734
H: -3.338 0.845 1.329  0.1221
H: -3.276 0.319 3.683  0.0287
H: -3.969 1.361 4.710  0.0321
H: -0.689 1.570 4.888  0.0380
H: -0.082 4.516 5.077  -0.0002
H: 0.330 5.503 1.831  0.0878
H: 2.299 4.290 4.447  0.0959
H: -0.065 -2.620 -1.133  0.1251
H: 2.144 -1.627 -1.474  0.1119
O: 3.632 -0.584 -6.021  -0.3117
S: 2.533 -0.828 -5.126  0.6668
O: 2.729 -1.446 -3.838  -0.3295
C: 1.620 0.695 -4.911  -0.2281
C: 0.590 0.678 -6.036  -0.2186
C: 0.043 -0.754 -6.082  -0.2135
C: 1.245 -1.706 -6.020  -0.2184
H: 2.304 1.539 -4.960  0.1121
H: 1.140 0.658 -3.933  0.0938
H: -0.201 1.408 -5.862  0.1153
H: 1.071 0.921 -6.986  0.1196
H: -0.606 -0.924 -5.219  0.1147
H: -0.551 -0.931 -6.977  0.1138
H: 1.009 -2.626 -5.492  0.1012
H: 1.627 -1.936 -7.013  0.1042
O: -6.938 -4.617 -1.789  -0.3214
S: -5.806 -5.226 -1.138  0.6602
O: -5.377 -6.563 -1.463  -0.3283
C: -4.411 -4.112 -1.257  -0.2295
C: -4.528 -3.224 -0.024  -0.2222
C: -4.895 -4.163 1.133  -0.2136
C: -6.020 -5.082 0.641  -0.2225
H: -4.462 -3.562 -2.194  0.1081
H: -3.504 -4.715 -1.225  0.1068
H: -3.603 -2.686 0.167  0.0847
H: -5.322 -2.488 -0.168  0.1244
H: -4.023 -4.762 1.405  0.1159
H: -5.200 -3.609 2.020  0.1124
H: -5.963 -6.072 1.086  0.1005
H: -7.002 -4.650 0.825  0.1030

Record 3
C23H36N3O2 | ωB97M-V with the def2-TZVPD basis set

Net charge: +1
LUMO (eV): -5.5955
Frontier orbital gap (eV): 5.15
HOMO energy (eV): -10.74

Each line ends with the Löwdin charge.
Positions of all 64 atoms, in Å:
C: -5.693 -1.365 2.405  -0.0625
N: -5.231 -0.697 3.630  -0.2232
C: -5.683 -1.391 4.843  -0.0619
C: -3.910 -0.147 3.626  -0.1899
C: -3.650 1.236 3.638  0.0334
C: -2.367 1.706 3.596  0.0149
C: -1.256 0.833 3.545  -0.1697
C: 0.037 1.408 3.510  0.1392
C: 1.335 0.843 3.536  -0.1764
C: 2.442 1.722 3.526  0.0110
C: 3.729 1.258 3.555  0.0338
C: 3.994 -0.124 3.591  -0.1928
N: 5.316 -0.672 3.604  -0.2232
C: 5.758 -1.358 4.825  -0.0632
C: 5.780 -1.356 2.389  -0.0621
C: 2.906 -1.004 3.607  0.0197
C: 1.625 -0.539 3.586  0.0180
C: -1.541 -0.551 3.532  0.0179
C: -2.818 -1.022 3.574  0.0194
H: -5.207 -0.923 1.537  0.0919
H: -5.439 -2.424 2.436  0.0793
H: -6.771 -1.263 2.297  0.0907
H: -5.197 -0.963 5.718  0.0915
H: -6.762 -1.298 4.957  0.0904
H: -5.425 -2.447 4.790  0.0794
H: -4.473 1.926 3.679  0.1212
H: -2.175 2.764 3.601  0.1159
H: 0.032 2.485 3.473  0.1260
H: 2.247 2.779 3.506  0.1224
H: 4.549 1.953 3.555  0.1255
H: 5.268 -0.921 5.694  0.0918
H: 5.494 -2.413 4.781  0.0790
H: 6.836 -1.269 4.947  0.0909
H: 5.302 -0.921 1.513  0.0912
H: 6.860 -1.263 2.285  0.0907
H: 5.519 -2.412 2.431  0.0796
H: 3.103 -2.062 3.636  0.1304
H: 0.855 -1.273 3.622  0.0882
H: -0.769 -1.282 3.459  0.0889
H: -3.012 -2.081 3.558  0.1306
C: -0.030 1.011 -4.153  -0.1126
O: 0.269 2.083 -3.288  -0.1889
C: 0.834 1.649 -2.059  -0.2311
C: 1.072 2.812 -1.107  -0.2092
N: -0.169 3.481 -0.731  -0.0682
C: -0.020 4.616 0.171  -0.2104
C: -1.372 5.200 0.544  -0.2177
O: -2.167 4.252 1.245  -0.2232
C: -3.467 4.732 1.501  -0.1036
H: -0.503 1.410 -5.050  0.0926
H: 0.887 0.489 -4.431  0.0859
H: -0.717 0.319 -3.664  0.0834
H: 0.148 0.923 -1.608  0.1148
H: 1.770 1.122 -2.284  0.1223
H: 1.601 2.487 -0.203  0.1050
H: 1.710 3.554 -1.597  0.1255
H: -0.844 2.812 -0.348  0.1131
H: 0.510 4.293 1.074  0.1007
H: 0.613 5.364 -0.319  0.1287
H: -1.266 6.092 1.174  0.1256
H: -1.915 5.494 -0.362  0.1287
H: -4.040 3.943 1.988  0.0735
H: -3.420 5.602 2.159  0.0923
H: -3.957 5.002 0.564  0.0945